(1)
ORCA calculation (ωB97M-V/def2-TZVPD) on a gas-phase ion, C20H20N (charge +1) in a non-equilibrium geometry.

XYZ file:
```
41
Properties=species:S:1:pos:R:3
H -3.10 -2.29 3.77
C -1.99 -0.38 -1.84
C 2.56 2.12 0.74
C -2.60 -3.70 2.19
C -2.12 -1.40 0.57
C 3.88 2.58 0.82
H 3.81 -1.58 -1.48
H -1.95 1.61 -2.82
C -2.01 -2.72 0.06
H 3.30 -0.57 -2.78
C 2.29 1.02 -0.12
H 5.40 0.30 -1.34
C 3.30 0.36 -0.88
C 1.47 2.75 1.55
C -2.70 0.95 -2.35
C -1.63 -0.15 -0.25
H -3.87 2.46 -1.03
N 0.90 0.50 -0.16
H 2.09 -1.27 -1.70
H -1.78 -2.84 -0.99
H 4.02 3.44 1.55
C -2.70 0.93 0.05
H 5.87 2.39 0.07
C 4.61 0.85 -0.77
C -2.49 -1.33 1.90
H 1.86 2.77 2.55
C -2.72 -2.42 2.76
H -2.69 -0.32 2.41
C 4.86 1.97 0.03
C 3.07 -0.83 -1.75
H -2.83 1.21 1.13
C -0.21 0.13 0.01
H -2.73 -1.23 -2.00
H -1.11 -0.47 -2.56
C -2.27 -3.87 0.87
C -3.22 1.58 -1.08
H 1.41 3.78 1.24
H -2.30 -4.83 0.37
H -2.70 -4.56 2.82
H -3.48 0.77 -3.09
H 0.50 2.29 1.53
```

HOMO level = -12.17 eV
charge = +1
molecular weight = 274.4 g mol⁻¹
DFT total energy = -22545.487 eV
ΔE to the lowest compared entry with this formula, charge and spin = 2.227 eV
orbital gap = 8.3 eV
SMILES string = Cc1cccc(C)c1[N+]#C[C@@]1(c2ccccc2)C=CCC1
LUMO level = -3.9 eV

Mulliken atomic charge list, values in e, 2 entries:
1 H 0.405
2 C -0.946

=====

(2)
ORCA calculation (ωB97M-V/def2-TZVPD) on C7H8S3 in the gas phase in a non-equilibrium geometry.

XYZ file:
```
18
Properties=species:S:1:pos:R:3
C 1.72 0.24 -2.85
H -2.13 -0.43 -0.85
H -1.37 1.20 1.68
H -0.40 -0.76 2.81
C -1.50 0.40 -0.41
C -0.37 -0.67 1.68
C -1.45 0.24 1.10
H -1.97 1.39 -0.66
H 1.84 -1.08 1.35
H -2.39 -0.04 1.31
S 0.01 0.63 -2.72
C 1.06 -0.34 1.19
C -0.05 0.41 -0.95
S 2.53 -0.01 -1.30
S 2.52 -0.07 -4.27
C 1.09 0.10 -0.23
H 1.46 0.51 1.75
H -0.59 -1.72 1.38
```

HOMO level = -7.99 eV
molecular weight = 188.3 g mol⁻¹
DFT total energy = -39893.739 eV
ΔE to the lowest compared entry with this formula, charge and spin = 0.658 eV
orbital gap = 7.9 eV
SMILES string = S=c1sc2c(s1)CCCC2
LUMO level = -0.1 eV

Mulliken atomic charge list, values in e, 2 entries:
1 C 0.180
2 H 0.343

=====

(3)
ORCA calculation (ωB97M-V/def2-TZVPD) on 2 unconnected molecules or ions with the total composition C2H5FIN in a non-equilibrium geometry.

XYZ file:
```
10
Properties=species:S:1:pos:R:3
C -0.57 1.02 -0.09
H 0.93 0.74 1.30
H 1.05 -3.37 -0.46
N 0.38 1.09 -0.95
C -0.16 0.50 1.23
H -1.66 1.26 -0.23
F -0.08 1.45 -2.22
I 1.14 -2.95 -1.98
H -0.71 0.87 2.14
H -0.32 -0.61 1.25
```

HOMO level = -9.99 eV
molecular weight = 189.0 g mol⁻¹
DFT total energy = -14460.766 eV
ΔE to the lowest compared entry with this formula, charge and spin = 2.278 eV
orbital gap = 10.7 eV
SMILES string = C/C=N/F.I
LUMO level = 0.7 eV

Mulliken atomic charge list, values in e, 2 entries:
1 C 0.150
2 H 0.267